(1)
8
Properties=species:S:1:pos:R:3:forces:R:3 method="wB97M-V/def2-TZVPD" relative_energy_kcal_mol=84.8 total_energy_ev=-20711.1217 lumo_energy_ev="-0.87 / -0.87" homo_ev="-8.63 / -8.31" mol_weight_g_mol=90.00
C -1.18511 0.12360 -1.36354 3.30 0.40 1.55
C 0.94404 -0.33882 0.04037 -2.90 -1.12 -2.40
P 0.26386 0.90277 -1.34873 -0.18 -1.74 1.50
P -0.47098 -1.03625 1.13425 -0.14 1.88 -1.66
H -1.95607 0.05323 -2.00784 -2.86 -0.17 -1.73
H 1.22557 -1.20892 -0.59891 0.29 0.73 0.55
H 1.70859 0.01598 0.61243 2.38 0.90 1.41
H -1.17113 0.23230 0.94342 0.11 -0.88 0.79

=====

(2)
40
Properties=species:S:1:pos:R:3:forces:R:3 method="wB97M-V/def2-TZVPD" relative_energy_kcal_mol=17.9 total_energy_ev=-118671.3895 lumo_energy_ev=2.19 homo_ev=-5.15 mol_weight_g_mol=611.59 charge=-1
Pd 0.01353 -0.53757 0.29095 0.05 -0.66 0.13
O 2.11915 3.41867 0.87072 0.07 -0.12 0.08
C 1.48618 2.23615 0.68105 -0.43 0.28 -0.39
O 1.80456 1.24300 1.26712 0.19 0.00 0.10
C 0.36044 2.37782 -0.32240 0.28 -0.06 0.23
C 0.03921 3.62200 -0.81934 -0.08 0.12 -0.12
C -1.02800 3.72209 -1.70738 0.12 0.08 0.09
C -1.72635 2.58704 -2.03673 -0.07 -0.10 -0.04
C -1.35723 1.35514 -1.48905 0.19 0.01 0.02
N -0.31387 1.27245 -0.66476 -0.18 0.41 -0.18
C -2.20885 0.08980 -1.84690 -0.22 0.44 -0.03
O -3.07395 0.33460 -2.70124 0.11 -0.20 0.02
O -1.94754 -0.94867 -1.22024 0.00 -0.12 -0.04
H 2.79038 3.24220 1.54542 0.02 0.03 0.00
H 0.60785 4.48535 -0.51240 -0.02 0.01 -0.02
H -1.30584 4.68277 -2.12260 0.01 0.00 0.02
H -2.57234 2.59093 -2.70778 0.00 -0.04 0.00
Br 4.00413 -2.94021 -4.44943 0.00 0.00 0.00
C 2.85978 -2.21729 -3.10462 0.00 0.01 0.00
C 3.37231 -1.30586 -2.20073 -0.02 0.00 0.02
C 2.52945 -0.77930 -1.22592 0.05 -0.02 0.03
C 1.19137 -1.15869 -1.14526 -0.15 0.05 0.06
C 0.70420 -2.07336 -2.07881 0.02 -0.03 -0.06
C 1.53376 -2.61081 -3.05655 0.00 0.02 0.02
H 4.41231 -1.01093 -2.25212 0.00 0.00 0.00
H 2.94028 -0.07805 -0.50951 -0.02 0.01 0.00
H -0.34272 -2.34916 -2.05126 0.01 0.00 0.00
H 1.14784 -3.31886 -3.77813 0.00 0.00 0.00
F -1.02685 -3.13301 6.36367 0.00 -0.01 0.02
C -1.05532 -2.34210 5.27424 0.00 -0.01 -0.01
C -0.41517 -2.71535 4.10977 0.01 0.01 -0.01
F 0.24970 -3.87790 4.05517 0.01 -0.02 0.00
C -0.45881 -1.88874 3.00687 0.03 -0.04 -0.05
F 0.19776 -2.29758 1.87837 0.05 -0.09 0.04
C -1.13037 -0.65312 2.96431 -0.05 0.16 -0.10
O -1.17362 0.11406 1.92964 0.09 -0.16 0.12
C -1.76249 -0.31725 4.18214 -0.04 0.01 0.05
F -2.42674 0.84740 4.26608 -0.01 0.02 0.00
C -1.72913 -1.13181 5.29349 -0.01 0.03 -0.01
F -2.35418 -0.75155 6.41920 -0.01 0.01 0.02

=====

(3)
103
Properties=species:S:1:pos:R:3:forces:R:3 method="wB97M-V/def2-TZVPD" relative_energy_kcal_mol=19.8 total_energy_ev=-145929.7143 lumo_energy_ev=-0.55 homo_ev=-7.04 mol_weight_g_mol=899.85
Na -0.26230 0.41486 0.68969 1.02 1.13 -0.87
C -1.46141 -2.66263 -2.42831 0.07 0.14 0.32
C -0.64751 -1.68855 -1.61800 -1.08 -0.69 0.42
N -0.90695 -1.38659 -0.39453 0.44 0.44 -0.44
N -1.92005 -1.93269 0.28096 -1.03 -1.14 -0.43
C -2.02478 -1.47323 1.53379 0.52 0.29 -0.41
O -1.26517 -0.62596 2.05498 -1.08 -0.52 1.30
C -3.16923 -2.01230 2.30975 -0.23 -0.06 0.30
C -3.39638 -1.49082 3.58034 0.13 0.04 -0.12
C -4.50456 -1.87566 4.30754 -0.13 -0.03 0.10
C -5.39410 -2.79530 3.77511 -0.05 -0.02 0.07
C -5.14941 -3.35478 2.53108 -0.13 -0.08 0.03
C -4.04098 -2.96945 1.79970 0.07 0.03 -0.05
C 0.48962 -1.00735 -2.21008 0.51 0.28 -0.45
C 0.80875 -1.16421 -3.56780 -0.12 -0.06 0.33
C 1.86670 -0.46208 -4.10156 0.10 0.12 0.07
C 2.60244 0.37542 -3.27517 -0.07 -0.09 -0.09
C 2.23838 0.44361 -1.94148 0.25 0.13 -0.20
N 1.22098 -0.21131 -1.41435 -0.25 0.16 0.02
H -2.24647 -3.04860 -1.78496 -0.06 -0.07 -0.02
H -0.84950 -3.49157 -2.78308 0.05 -0.05 -0.09
H -1.92233 -2.16815 -3.28323 -0.01 0.00 -0.11
H -2.69041 -0.77317 3.97118 0.04 0.06 -0.01
H -4.68681 -1.45122 5.28495 0.00 0.02 0.06
H -6.27904 -3.07201 4.32951 -0.06 -0.07 0.06
H -5.83790 -4.08551 2.12880 -0.01 -0.04 -0.04
H -3.84700 -3.39594 0.82810 0.03 0.04 -0.10
H 0.21747 -1.82049 -4.18506 -0.05 -0.06 -0.06
H 2.11392 -0.56123 -5.14822 0.02 0.00 -0.09
H 3.42616 0.95784 -3.65429 0.14 0.04 0.00
H 2.80121 1.06439 -1.25670 0.12 0.12 0.05
C 0.35669 -3.86022 5.41805 0.04 -0.04 0.10
C -0.41053 -4.05025 4.28145 -0.05 -0.08 0.04
C -0.05400 -3.43677 3.09421 -0.10 0.03 -0.20
C 1.06484 -2.61342 3.00929 0.04 -0.05 0.25
C 1.79633 -2.39739 4.17360 0.20 0.23 -0.14
C 1.46170 -3.02892 5.35904 -0.05 0.00 0.20
As 1.46067 -1.67369 1.33533 0.85 -0.37 0.45
C 3.32540 -1.19152 1.73762 0.01 -0.02 0.00
C 3.71610 0.11153 1.45143 -0.34 -0.02 -0.20
C 4.99885 0.55559 1.72403 0.19 0.16 0.03
C 5.92287 -0.31175 2.28246 0.02 0.12 -0.02
C 5.55831 -1.62030 2.55544 0.06 -0.10 0.01
C 4.26923 -2.04928 2.29359 -0.03 -0.25 0.02
C 1.81120 -3.25187 0.22886 0.05 -0.12 -0.18
C 0.75958 -4.10920 -0.08429 -0.24 0.13 0.12
C 0.95176 -5.23000 -0.87169 -0.03 -0.11 -0.05
C 2.20616 -5.51097 -1.38454 0.08 -0.05 -0.03
C 3.25585 -4.65039 -1.11316 0.06 -0.11 -0.12
C 3.05737 -3.53072 -0.32250 0.17 0.29 0.11
H 0.09220 -4.34855 6.34522 -0.03 -0.03 0.05
H -1.29458 -4.67313 4.32174 -0.03 -0.01 -0.04
H -0.68381 -3.58394 2.22811 -0.02 -0.06 -0.01
H 2.64912 -1.72631 4.16165 -0.05 -0.10 0.03
H 2.06594 -2.86737 6.24256 0.01 0.04 0.03
H 2.98701 0.77480 0.99279 0.12 0.04 0.07
H 5.28240 1.57734 1.50308 -0.02 0.01 -0.01
H 6.92209 0.03152 2.50701 0.09 0.02 -0.02
H 6.28473 -2.31101 2.96245 0.00 -0.01 0.08
H 3.98815 -3.06920 2.53208 0.02 0.00 -0.05
H -0.23759 -3.89155 0.27375 -0.07 -0.01 0.00
H 0.12065 -5.88910 -1.08636 -0.06 0.02 0.01
H 2.36521 -6.39086 -1.99240 0.00 -0.04 -0.04
H 4.23801 -4.85753 -1.51651 0.05 0.03 -0.02
H 3.89299 -2.86611 -0.13403 -0.03 -0.06 -0.01
N 2.39839 4.85525 2.50662 0.73 0.84 -0.34
N 1.83746 3.62710 2.64299 -0.62 -1.05 0.25
N 2.06906 2.85265 3.66940 0.29 0.08 0.39
C 1.41179 1.75053 3.32638 0.04 0.19 0.15
N 0.81553 1.88476 2.14736 -0.26 -0.38 0.08
N 1.08967 3.08109 1.72564 0.27 1.14 -0.70
H 2.67307 5.23067 3.40663 -0.25 -0.15 -0.06
H 1.81090 5.47137 1.95853 -0.10 -0.15 0.21
H 1.34712 0.87120 3.92834 0.05 -0.28 0.21
C 0.39121 5.07159 -5.90485 0.00 -0.16 -0.10
C -0.70834 5.47410 -4.94672 -0.59 -0.63 0.09
S -1.87043 4.06532 -4.83573 -0.26 0.52 0.19
O -2.46548 3.88080 -6.12696 -0.23 0.23 -0.27
O -1.16715 2.95170 -4.25700 0.09 -0.05 0.31
C -3.18668 4.61881 -3.69008 0.79 -0.21 -0.42
C -2.70867 4.76255 -2.25322 -0.06 0.60 -0.16
N -2.55957 3.50577 -1.56768 -0.05 -0.28 0.25
C -1.41158 2.88211 -1.20113 -0.20 0.35 -0.16
N -1.65248 1.75098 -0.57443 0.09 -0.02 0.01
C -2.98525 1.60424 -0.52169 -0.70 0.45 -0.26
C -3.59020 2.68935 -1.12625 1.15 -0.84 0.42
N -4.95518 2.97586 -1.19476 -1.16 -0.02 0.15
O -5.71519 2.16468 -0.68539 0.32 0.37 -0.29
O -5.32239 4.02010 -1.74027 0.13 -0.31 0.13
C -0.04796 3.38754 -1.45743 0.03 0.07 -0.19
H 1.10908 5.87740 -6.04242 -0.01 0.04 0.05
H -0.04603 4.81921 -6.86726 0.07 0.00 -0.13
H 0.90557 4.19318 -5.52179 0.13 -0.02 -0.04
H -1.28816 6.31624 -5.31114 -0.08 0.15 0.02
H -0.32724 5.66550 -3.94873 0.00 0.09 0.17
H -3.99746 3.89975 -3.77143 0.04 -0.10 -0.15
H -3.54020 5.57116 -4.07498 -0.04 0.11 -0.07
H -3.44830 5.35984 -1.70910 0.31 -0.04 -0.15
H -1.74768 5.27824 -2.23641 -0.06 -0.04 0.17
H -3.45163 0.75781 -0.06092 -0.19 -0.21 0.12
H 0.20026 3.21936 -2.50571 0.09 0.10 0.05
H 0.63966 2.83059 -0.83156 0.06 0.04 0.04
H 0.03029 4.44677 -1.21488 0.12 0.06 -0.02